A structure of composition C28H47BN8O3PtSSi. Source: OMol25; level of theory: ωB97M-V/def2-TZVPD.

Element x y z (Å)
Pt (-0.4382, -0.0665, 1.0088)
C (1.0940, 2.3410, -1.4608)
C (1.8470, 1.9927, -0.2375)
C (3.1540, 2.3411, 0.1127)
C (3.3399, 1.8391, 1.3805)
N (2.2065, 1.2350, 1.7629)
N (1.3102, 1.3111, 0.7718)
B (1.8805, 0.6605, 3.1603)
N (0.5058, 1.1778, 3.6344)
C (0.1956, 1.8444, 4.7608)
C (-1.1671, 2.0482, 4.7886)
C (-1.6509, 1.4657, 3.6129)
C (-3.0393, 1.3616, 3.1040)
N (-0.6226, 0.9570, 2.9499)
N (1.7837, -0.8723, 2.9834)
C (2.6431, -1.8647, 3.2661)
C (2.0056, -3.0712, 3.0795)
C (0.7216, -2.7362, 2.6357)
C (-0.4324, -3.6144, 2.3179)
N (0.6207, -1.4109, 2.5602)
N (2.9217, 1.2188, 4.1071)
C (3.9089, 0.7222, 4.8854)
C (4.6386, 1.7767, 5.3777)
C (4.0141, 2.9296, 4.8582)
C (4.3854, 4.3515, 5.0607)
N (2.9926, 2.5634, 4.1135)
H (1.5453, 3.2038, -1.9404)
H (0.0651, 2.5745, -1.1950)
H (1.0809, 1.5113, -2.1622)
H (3.8550, 2.8971, -0.4708)
H (4.2052, 1.8703, 2.0110)
H (0.9400, 2.1501, 5.4670)
H (-1.7457, 2.5388, 5.5446)
H (-3.7340, 1.7638, 3.8338)
H (-3.2978, 0.3233, 2.8992)
H (-3.1325, 1.9166, 2.1727)
H (3.6568, -1.6679, 3.5426)
H (2.4109, -4.0470, 3.2404)
H (-0.4087, -4.5015, 2.9433)
H (-0.4012, -3.9457, 1.2800)
H (-1.3634, -3.0727, 2.4838)
H (4.0227, -0.3268, 5.0576)
H (5.4872, 1.7403, 6.0271)
H (5.2534, 4.4264, 5.7100)
H (3.5577, 4.9049, 5.5018)
H (4.6160, 4.8102, 4.0999)
C (1.7371, -2.3481, -0.6589)
C (0.6686, -2.2605, -1.7482)
C (-0.1025, -3.5760, -1.8813)
C (1.3320, -1.8840, -3.0679)
O (-0.2345, -1.2228, -1.3325)
Si (-1.3976, -0.4447, -2.1738)
S (-2.0614, 0.7685, -0.4831)
O (-0.7118, 0.4865, -3.2756)
C (-0.9737, 1.1172, -4.5379)
C (-1.6837, 0.1407, -5.4704)
C (-1.8152, 2.3738, -4.3162)
C (0.4033, 1.4869, -5.0967)
O (-2.5635, -1.4038, -2.7117)
C (-3.9715, -1.5575, -2.4779)
C (-4.4317, -2.6903, -3.3956)
C (-4.1842, -1.9151, -1.0087)
C (-4.6918, -0.2554, -2.8194)
H (2.4111, -3.1777, -0.8475)
H (1.2696, -2.4906, 0.3086)
H (2.3086, -1.4235, -0.6350)
H (0.5789, -4.3816, -2.1426)
H (-0.8628, -3.4897, -2.6545)
H (-0.5993, -3.8220, -0.9450)
H (2.0868, -2.6245, -3.3164)
H (1.8182, -0.9156, -2.9765)
H (0.5921, -1.8400, -3.8617)
H (-2.6185, -0.1894, -5.0290)
H (-1.0563, -0.7291, -5.6480)
H (-1.8953, 0.6195, -6.4216)
H (-2.8222, 2.1199, -3.9938)
H (-1.8812, 2.9307, -5.2465)
H (-1.3521, 3.0084, -3.5646)
H (1.0148, 0.5936, -5.1955)
H (0.9015, 2.1869, -4.4312)
H (0.3016, 1.9457, -6.0745)
H (-3.9028, -3.6067, -3.1495)
H (-4.2245, -2.4399, -4.4326)
H (-5.4985, -2.8582, -3.2821)
H (-3.6334, -2.8201, -0.7634)
H (-5.2371, -2.0726, -0.7984)
H (-3.8257, -1.0982, -0.3809)
H (-4.5164, 0.0268, -3.8552)
H (-4.3483, 0.5474, -2.1703)
H (-5.7592, -0.3857, -2.6777)

As for the spin multiplicity: 2. Its total charge is +1. For the LUMO energy (alpha / beta), the calculation gives -5.239 / -4.969 eV. As for the HOMO energy (alpha / beta): -11.40 / -11.40 eV.